DFT (ωB97M-V/def2-TZVPD) results for a 3-piece molecular cluster, C17H40BFN2O10S overall in a non-equilibrium geometry.

Properties
* net charge: 0
* 2S+1: 1
* orbital gap: 8.67 eV

The geometry in XYZ format:
```
72
Properties=species:S:1:pos:R:3:forces:R:3:mulliken_charge:R:1
C 3.4161 -4.8109 0.1433 0.2 -0.6 1.4 -0.8435
N 2.0472 -4.3448 -0.1726 1.3 0.8 -2.3 0.1348
C 1.1195 -5.4592 -0.4924 -0.8 -0.9 0.9 -0.9036
B 1.9839 -3.2365 -1.1278 -3.2 -1.0 0.6 0.1367
O 0.6635 -2.6744 -1.3622 2.3 0.1 0.9 -0.6373
N 3.0953 -2.6317 -1.9381 2.2 -1.7 0.6 0.5359
C 4.0598 -1.8108 -1.1677 0.9 2.9 -1.5 -1.0822
C 4.3743 -0.4182 -2.0650 -0.8 2.6 0.1 0.2664
C 5.1059 0.8014 -1.1764 -1.0 -2.3 0.8 -0.8426
O 3.5713 0.7542 -1.6877 1.5 -4.9 -0.3 -0.2031
S 3.8072 -3.6890 -3.0539 -2.8 0.2 -6.8 1.1442
O 2.8219 -4.7571 -3.4267 2.8 2.0 2.9 -0.5736
O 4.0951 -2.8993 -4.3003 0.7 -1.5 4.2 -0.5991
F 5.2667 -4.3050 -2.5621 -2.2 0.9 0.0 -0.2459
H 3.9510 -5.3408 -0.6990 -0.5 0.6 0.8 0.2745
H 4.0311 -3.9554 0.5763 -0.7 -1.1 -0.8 0.2278
H 3.3185 -5.5585 0.9999 0.2 0.9 -1.1 0.3262
H 1.0871 -6.1964 0.3795 0.1 1.1 -1.0 0.3237
H 0.0650 -5.0635 -0.6261 1.4 -0.5 -0.1 0.2505
H 1.4812 -6.0584 -1.3835 -0.5 0.8 0.8 0.2741
H 0.5717 -1.9760 -0.6794 -0.5 -0.4 -0.6 0.2196
H 5.0564 -2.3137 -1.0215 -1.1 0.4 0.1 0.3976
H 3.5876 -1.4373 -0.2148 0.6 -0.6 -0.9 0.5065
H 4.7186 -0.5603 -3.1765 -0.8 0.4 2.2 0.3169
H 5.3569 -0.0343 -0.3929 -1.2 0.7 0.0 0.1962
H 4.6733 1.4602 -0.3762 1.6 1.0 -1.1 0.3880
C 0.1675 2.1675 -3.9918 -0.3 0.0 0.0 -0.7103
O -1.0503 1.5163 -3.6857 0.0 0.1 0.2 -0.3190
C -0.8348 0.2512 -3.0731 -0.4 0.2 -0.5 -0.4241
C -2.1405 -0.2996 -2.5176 0.3 -0.1 0.2 -0.5619
O -2.4534 0.2278 -1.2292 -0.1 0.1 -0.1 -0.2883
C -2.9686 1.5583 -1.2207 -0.1 -0.2 0.2 -0.2313
C -4.4268 1.6290 -1.6487 0.3 0.3 -0.5 -0.8081
O -4.5253 1.6468 -3.0677 -0.1 -0.2 0.0 -0.2247
C -5.8589 1.4762 -3.5043 0.3 0.0 0.0 -0.7807
H 0.7748 1.5542 -4.6651 0.1 0.0 0.0 0.3025
H -0.0664 3.1094 -4.4892 -0.1 -0.1 0.0 0.2478
H 0.7262 2.3864 -3.0764 0.1 -0.1 0.0 0.2796
H -0.0972 0.3468 -2.2677 0.0 -0.1 0.0 0.1940
H -0.4477 -0.4312 -3.8403 0.1 -0.2 0.1 0.5055
H -2.0154 -1.3751 -2.3661 0.1 0.1 0.1 0.3944
H -2.9688 -0.1645 -3.2148 0.1 0.2 -0.1 0.2756
H -2.3383 2.2297 -1.8081 -0.2 0.0 -0.2 0.2836
H -2.9066 1.8843 -0.1788 0.0 -0.1 0.0 0.2019
H -4.8722 2.5572 -1.2688 -0.1 0.0 0.2 0.4745
H -4.9749 0.7693 -1.2467 0.0 0.0 0.1 0.3470
H -6.2354 0.4921 -3.2056 -0.1 0.0 0.1 0.3220
H -5.8700 1.5350 -4.5931 0.1 0.0 0.1 0.2321
H -6.5032 2.2639 -3.1009 -0.1 0.0 0.0 0.3043
C -0.3450 3.1109 7.1626 -0.1 -0.2 -0.2 -0.7745
O -0.9077 2.7169 5.9270 0.2 0.1 0.0 -0.2304
C -1.4999 3.8125 5.2398 -0.1 -0.6 0.1 -0.6407
C -1.8531 3.4161 3.8139 0.2 0.4 0.0 -0.3822
O -0.7425 3.5086 2.9246 0.0 -0.2 0.2 -0.4667
C 0.2065 2.4487 3.0200 -0.1 0.1 -0.3 -0.5513
C -0.2727 1.1675 2.3542 -0.1 -0.1 0.6 -0.0471
O -1.1137 0.4354 3.2376 0.0 0.1 -0.1 -0.2954
C -1.7621 -0.6331 2.5765 0.0 0.2 0.2 -0.5151
H -1.1077 3.5553 7.8101 0.0 0.1 0.1 0.3093
H 0.0571 2.2231 7.6515 -0.1 0.0 -0.1 0.2291
H 0.4725 3.8209 7.0027 0.0 0.1 0.1 0.3161
H -0.8105 4.6643 5.2297 0.0 0.1 -0.1 0.3320
H -2.4151 4.0922 5.7778 0.0 0.2 0.0 0.4545
H -2.5848 4.1354 3.4365 0.1 0.0 0.0 0.3812
H -2.3156 2.4286 3.7706 0.1 -0.1 0.2 0.2306
H 0.5090 2.2807 4.0561 -0.2 -0.2 0.0 0.2445
H 1.0875 2.8018 2.4779 -0.1 0.0 -0.1 0.3913
H 0.5935 0.5366 2.1140 0.1 0.0 -0.2 0.3625
H -0.8165 1.4072 1.4333 0.1 0.0 -0.1 -0.0022
H -2.4290 -0.2493 1.7978 0.1 -0.1 -0.2 0.1833
H -2.3607 -1.1752 3.3095 0.1 0.1 0.0 0.2692
H -1.0296 -1.3204 2.1402 0.0 0.0 -0.1 0.1968
```
Positions in Å, forces in eV/Å.

***

DFT (ωB97M-V/def2-TZVPD) results for a 3-piece molecular cluster, C17H40BrNO7S3 overall.

Properties
* net charge: 0
* 2S+1: 1
* orbital gap: 8.79 eV

The geometry in XYZ format:
```
69
Properties=species:S:1:pos:R:3:forces:R:3:nbo_charge:R:1
C 1.6910 -3.0626 -3.8059 0.1 0.2 0.1 -0.6033
C 2.5995 -1.9117 -4.1865 -0.5 -0.3 -0.1 -0.3924
C 1.8010 -0.7150 -4.6346 0.0 0.3 0.2 -0.3929
C 2.5947 0.5732 -4.5885 0.2 0.0 0.2 -0.3898
C 2.6605 1.1548 -3.1759 -0.4 0.3 -0.5 -0.4024
C 1.5837 2.2020 -2.8942 0.2 -0.2 0.3 -0.3906
C 0.5023 1.7132 -1.9618 -0.1 0.3 0.0 -0.3966
C 0.9776 1.4668 -0.5331 0.0 0.1 -0.4 -0.4397
C 0.4971 0.1643 0.0247 0.1 -0.2 0.3 -0.0637
O 1.0700 -0.9980 -0.5505 -0.2 0.1 -0.4 -0.5310
C 2.4158 -1.1879 -0.2587 -0.2 0.0 -0.2 -0.1078
C 2.7326 -1.5205 1.1691 0.4 -0.4 -0.1 -0.0753
Br 1.5420 -2.9345 1.8037 -0.1 -0.1 0.2 -0.0406
N 4.1243 -1.9385 1.2073 0.0 0.0 0.5 -0.7670
S 5.1092 -1.1115 2.3812 0.5 0.0 -0.2 0.1437
H 2.2257 -3.9947 -3.7395 0.2 -0.4 0.0 0.2029
H 0.9063 -3.1635 -4.5382 -0.4 -0.2 -0.3 0.1986
H 1.2300 -2.8688 -2.8478 -0.3 0.0 0.3 0.2108
H 3.2211 -2.2261 -5.0108 0.6 0.0 -0.2 0.1933
H 3.2116 -1.6411 -3.3387 0.5 0.1 0.2 0.1920
H 0.9594 -0.6025 -3.9649 -0.5 0.0 0.2 0.1927
H 1.3947 -0.8839 -5.6214 -0.1 -0.1 -0.4 0.1984
H 3.6054 0.3853 -4.9231 0.3 -0.1 -0.4 0.1960
H 2.1529 1.2997 -5.2530 0.0 0.3 -0.3 0.1957
H 3.6343 1.5803 -2.9951 0.4 0.0 0.2 0.2033
H 2.4914 0.3390 -2.4977 0.3 -0.4 0.5 0.1969
H 2.0310 3.0718 -2.4318 0.2 0.4 0.0 0.1947
H 1.1265 2.5219 -3.8158 -0.1 0.3 -0.5 0.1979
H -0.2547 2.4818 -1.9311 -0.5 0.3 0.0 0.1999
H 0.0179 0.8407 -2.3745 -0.1 -0.5 -0.1 0.2013
H 0.5667 2.2340 0.0985 -0.1 0.4 0.5 0.2152
H 2.0475 1.5844 -0.4553 0.5 -0.1 0.1 0.2025
H -0.5463 0.1014 -0.1934 -0.9 -0.3 -0.1 0.1918
H 0.5920 0.1463 1.1055 0.2 -0.1 0.4 0.1724
H 3.0235 -0.3214 -0.5014 0.2 0.3 -0.1 0.1860
H 2.7690 -2.0036 -0.8653 0.1 -0.4 -0.4 0.2024
H 2.5780 -0.6929 1.8316 -0.3 0.4 0.3 0.2113
H 4.1660 -2.9131 1.4716 -0.1 -0.1 -0.1 0.3910
H 4.1830 -0.2812 2.8513 -0.3 0.1 0.3 0.0976
C -6.8342 -0.0887 -1.0556 0.2 -0.1 0.0 -0.6423
C -6.7275 -0.1387 0.4538 -0.2 0.3 -0.1 -0.0757
O -5.8869 -1.2192 0.9320 -0.2 -0.1 0.0 -0.7250
S -4.3249 -1.0527 0.7717 -0.1 0.0 0.1 2.3957
C -3.8455 -2.3949 1.7975 0.1 0.0 0.1 -0.8897
O -3.9429 0.1954 1.3656 0.1 0.1 0.0 -0.9625
O -3.9490 -1.3207 -0.5775 0.2 0.0 -0.2 -0.9317
H -5.8802 0.1586 -1.5169 0.0 0.0 0.0 0.2311
H -7.5615 0.6704 -1.3425 -0.1 0.0 0.0 0.2185
H -7.1539 -1.0530 -1.4484 -0.1 0.0 0.0 0.2186
H -6.3621 0.8032 0.8636 0.1 0.0 0.0 0.1992
H -7.6974 -0.3392 0.9012 0.0 -0.1 0.1 0.1965
H -4.1548 -2.1873 2.8178 0.0 0.0 0.0 0.2513
H -2.7624 -2.4697 1.7315 0.0 0.0 0.0 0.2626
H -4.3084 -3.3008 1.4176 0.0 0.0 0.0 0.2570
C -1.8843 0.8835 3.8221 0.1 -0.1 0.1 -0.6571
C -1.1621 2.1764 3.4979 -0.3 -0.2 -0.1 -0.0701
O -0.0279 2.4374 4.3806 -0.2 0.0 -0.1 -0.7281
S 1.3025 1.6151 4.1713 -0.2 0.2 0.2 2.3947
C 2.3183 2.5613 5.2450 0.1 0.1 0.0 -0.8880
O 1.7466 1.7658 2.8171 0.1 -0.1 -0.2 -0.9590
O 1.1500 0.3011 4.7069 0.1 -0.3 0.0 -0.9358
H -1.2593 0.0124 3.6271 0.0 0.0 0.0 0.2241
H -2.7889 0.7985 3.2139 0.2 0.1 0.1 0.2508
H -2.1575 0.8625 4.8772 0.0 0.0 0.0 0.2125
H -0.8267 2.2105 2.4627 0.2 0.0 0.0 0.1969
H -1.8184 3.0270 3.6588 0.1 0.1 0.1 0.1985
H 2.4198 3.5643 4.8418 0.0 0.0 0.0 0.2529
H 3.2829 2.0607 5.2796 0.0 0.0 0.0 0.2528
H 1.8626 2.5730 6.2306 0.0 0.0 0.0 0.2563
```
Positions in Å, forces in eV/Å.

***

DFT (ωB97M-V/def2-TZVPD) results for a 3-piece molecular cluster, C17H40IN6O4 overall in a non-equilibrium geometry.

Properties
* net charge: +1
* 2S+1: 1
* orbital gap: 6.81 eV

The geometry in XYZ format:
```
68
Properties=species:S:1:pos:R:3:forces:R:3:nbo_charge:R:1
C 4.4024 2.4944 0.8446 0.1 0.9 0.1 -0.6524
C 2.8186 2.4613 1.2673 -0.2 -0.5 -0.8 -0.4289
C 1.9375 1.3037 0.4436 1.0 1.3 0.4 -0.1851
I 2.8546 -0.7143 0.6220 -0.8 1.2 0.0 0.1540
N 0.5356 1.3623 1.0860 -2.0 2.9 -1.2 -0.2082
N -0.0842 0.4629 1.9411 -4.8 4.0 0.2 -0.3548
C -1.4404 1.0917 2.2731 1.7 2.3 -2.0 0.2032
N -1.6748 2.4589 1.5967 6.6 -6.9 0.6 -0.3581
C -0.3570 2.5612 0.8539 -3.2 -2.6 3.2 0.5599
N -0.1952 3.7182 0.1326 1.4 0.9 -1.2 -0.9063
H 4.5394 2.8143 -0.2971 -0.5 -0.9 2.5 0.2315
H 4.9042 3.3680 1.4805 -1.0 -2.0 -1.3 0.2451
H 4.9723 1.4877 1.0529 -1.3 2.1 -0.4 0.2377
H 2.3330 3.4914 0.9496 1.0 -2.1 0.7 0.2216
H 2.6085 2.2603 2.4009 0.7 0.5 -2.1 0.2252
H 1.9125 1.5327 -0.7107 -0.2 -0.5 2.2 0.3141
H 0.2938 -0.4433 2.3007 0.0 1.2 -0.8 0.4838
H -2.2368 0.6227 3.0034 1.9 0.7 -1.5 0.2961
H 0.2714 4.5791 0.5496 -0.9 -2.0 -0.7 0.4417
H -0.5403 3.8404 -0.8658 0.6 -0.6 2.1 0.4473
C -3.1307 -5.2517 6.6497 0.3 0.1 0.0 -0.2472
O -2.4301 -5.1063 5.4188 -0.5 -0.2 0.1 -0.5602
C -3.0980 -5.7215 4.3126 0.3 0.4 -0.5 -0.0727
C -3.6400 -4.6560 3.3464 -0.3 -0.2 0.7 -0.2412
N -4.7646 -3.9236 3.9385 0.3 0.2 -0.2 -0.6171
C -5.1481 -2.7177 3.1949 0.1 -0.1 0.4 -0.2514
C -4.0982 -1.5945 3.0700 -0.7 0.1 -0.1 -0.0923
O -3.7927 -0.9407 4.3039 0.5 -0.1 -0.5 -0.5568
C -2.8228 -1.6100 5.0997 -0.2 0.3 0.3 -0.2531
H -2.4696 -4.9278 7.4584 0.0 0.0 -0.2 0.1956
H -4.0210 -4.6202 6.6652 -0.2 -0.1 0.1 0.1572
H -3.4083 -6.2953 6.8277 -0.1 0.1 0.0 0.1801
H -3.8863 -6.4127 4.6353 0.0 0.2 0.1 0.1861
H -2.3418 -6.3109 3.7845 -0.1 0.0 0.0 0.1875
H -3.9726 -5.1417 2.4222 0.0 0.1 0.1 0.1984
H -2.8142 -3.9811 3.1020 0.2 -0.1 -0.1 0.1552
H -4.5179 -3.6476 4.8844 -0.1 -0.1 -0.2 0.3508
H -6.0238 -2.3036 3.7081 0.1 0.1 -0.1 0.2140
H -5.4826 -3.0114 2.1927 0.1 0.0 0.1 0.1992
H -4.5337 -0.8190 2.4288 0.0 0.0 0.1 0.1920
H -3.1848 -1.9211 2.5621 0.1 -0.2 0.1 0.1519
H -2.0748 -2.1331 4.4981 -0.1 -0.2 0.0 0.1663
H -3.3169 -2.2979 5.7875 0.3 -0.2 0.0 0.1797
H -2.3102 -0.8602 5.7082 -0.1 0.0 -0.1 0.1882
C 0.5776 3.1130 -6.9934 -0.2 -0.4 0.0 -0.2464
O 1.0536 1.7724 -6.9364 0.2 0.5 -0.2 -0.5583
C 2.3735 1.6185 -7.4680 0.2 -0.6 0.3 -0.0735
C 3.3758 1.3026 -6.3463 -0.3 0.6 -0.2 -0.2437
N 3.5914 2.4679 -5.4818 0.0 -0.3 0.2 -0.6178
C 4.3114 2.1632 -4.2396 -0.4 0.2 -0.1 -0.2511
C 3.6446 1.1833 -3.2523 0.7 0.2 0.1 -0.0869
O 2.4574 1.6903 -2.6382 0.0 -0.3 -0.2 -0.5824
C 1.2791 1.5352 -3.4189 -0.1 0.3 0.2 -0.2461
H -0.4887 3.1066 -6.7507 0.2 -0.1 0.0 0.1937
H 1.0896 3.7370 -6.2585 0.1 0.2 -0.1 0.1519
H 0.7012 3.5359 -7.9953 0.0 0.0 0.1 0.1821
H 2.6880 2.4882 -8.0578 -0.1 0.0 0.2 0.1845
H 2.3351 0.7599 -8.1458 0.0 0.1 0.0 0.1926
H 4.3314 1.0010 -6.7897 -0.1 0.0 0.1 0.2011
H 2.9788 0.4567 -5.7770 0.0 -0.2 -0.1 0.1626
H 2.6907 2.8682 -5.2360 0.2 0.0 -0.1 0.3468
H 4.4515 3.1191 -3.7212 0.0 -0.1 0.0 0.2030
H 5.3127 1.7945 -4.4922 -0.1 -0.1 0.0 0.2045
H 4.3532 1.0246 -2.4308 -0.1 0.0 0.0 0.1898
H 3.4693 0.1944 -3.6884 -0.2 0.1 -0.1 0.1773
H 1.2969 0.6289 -4.0300 0.1 0.1 0.0 0.1950
H 1.1260 2.4187 -4.0404 -0.1 -0.2 -0.2 0.1742
H 0.4280 1.4715 -2.7358 0.0 -0.1 0.1 0.1696
```
Positions in Å, forces in eV/Å.

***

DFT (ωB97M-V/def2-TZVPD) results for C17H41AlBBr3Cl3FMgN2O8 as an isolated structure in a non-equilibrium geometry.

Properties
* net charge: 0
* 2S+1: 1
* orbital gap: 1.77 eV

The geometry in XYZ format:
```
78
Properties=species:S:1:pos:R:3:forces:R:3:mulliken_charge:R:1
B -3.3838 3.3695 1.4846 -0.8 -3.7 -4.6 0.3676
C -2.6133 1.9481 1.2024 -0.5 0.1 1.7 -0.5250
O -1.1930 2.1367 0.9513 0.2 -0.4 -1.3 -0.2616
C -0.8051 1.5662 -0.2939 0.1 0.1 1.1 -0.0227
C 0.5886 2.2045 -0.6242 -0.5 0.5 1.4 0.2998
O 1.2184 1.7100 -1.8514 -0.8 0.2 0.3 -0.3424
C 0.2971 1.6428 -2.9716 1.0 0.8 0.1 0.1168
C -0.4979 3.0262 -3.2975 -0.1 -0.7 -0.4 -0.8754
H -2.6079 4.2016 2.0658 1.2 2.5 2.6 0.1294
H -4.3858 3.1942 2.1509 -1.8 -0.3 1.7 0.0746
H -3.7549 3.8449 0.4543 0.2 0.7 0.0 -0.1292
H -3.1610 1.4115 0.3803 0.6 0.5 0.5 0.3018
H -2.7543 1.3238 2.1293 0.5 0.3 -1.0 0.2048
H -0.6919 0.4527 -0.1204 -0.1 0.9 -0.7 0.1216
H -1.6141 1.8113 -1.0310 0.9 -0.4 0.2 0.3574
H 1.2807 1.9007 0.2322 -0.7 0.3 -0.7 -0.4118
H 0.5781 3.3308 -0.5905 -0.2 -1.2 -0.3 0.2308
H -0.4327 0.7793 -2.9094 0.9 0.7 0.5 0.1589
H 0.9596 1.4091 -3.9153 0.3 0.2 2.4 0.1233
H -0.4489 3.1912 -4.4507 0.0 0.9 2.0 0.2533
H -1.5805 2.8485 -3.0673 1.0 0.6 -0.1 0.4250
H -0.0810 3.9269 -2.7874 -0.2 -0.9 -0.4 0.3917
Al -0.4372 1.3616 -4.9923 -2.1 -1.8 -5.9 0.1632
Cl -0.0079 1.9320 -7.7609 -0.1 -0.1 1.9 -0.6058
C -6.3583 4.8563 4.2872 -0.4 -0.1 0.0 -0.2096
Cl -6.5724 3.1268 4.0975 -0.7 -0.2 0.5 -0.1138
Cl -4.8758 5.2722 3.4406 -0.7 0.8 0.6 -0.1176
H -7.1971 5.3856 3.8424 0.1 -0.1 -0.1 0.2955
H -6.2802 5.1102 5.3413 0.2 -0.1 -0.1 0.1024
Br -2.1363 5.6279 2.7653 0.9 -1.1 -1.1 -0.2065
Mg 2.7756 0.7080 -0.8871 0.1 -0.1 0.0 0.7799
C 1.8030 1.3933 3.4579 -0.6 0.9 -0.6 -0.6307
C 2.8968 0.4929 4.0458 0.6 -0.9 0.6 0.6827
O 4.0689 0.8548 3.7957 -0.2 0.1 -0.3 -0.5949
O 2.4786 -0.4815 4.6917 0.1 0.2 -0.2 -0.6087
H 2.2382 2.2269 2.9028 0.1 0.0 0.1 0.2317
H 1.1763 0.8078 2.7788 0.0 -0.2 0.2 0.0514
H 1.1784 1.7964 4.2553 0.0 -0.2 0.0 0.3247
C 2.8684 -1.0329 -4.7540 -0.3 -0.3 -0.3 -0.6551
O 2.2400 -2.0137 -5.5369 0.3 0.1 0.4 -0.3174
C 2.7965 -2.1375 -6.8453 -0.3 -0.2 -0.2 -0.6048
C 2.8528 -3.5933 -7.2846 0.1 -0.1 0.0 -0.3296
O 3.8392 -4.3844 -6.6240 -0.2 0.2 0.2 -0.4663
C 3.6404 -4.6676 -5.2406 0.1 -0.3 -0.1 -0.2243
C 2.4793 -5.6065 -4.9416 -0.1 0.5 0.2 -0.5599
O 1.2315 -4.9499 -5.1297 0.0 -0.2 -0.4 -0.2420
C 0.2474 -5.7788 -5.7251 0.1 0.3 0.1 -0.8376
H 2.5596 -0.0323 -5.0815 0.2 0.2 0.0 0.3516
H 2.5585 -1.1840 -3.7141 -0.1 -0.1 0.0 0.0314
H 3.9587 -1.1246 -4.7991 0.0 0.2 0.0 0.4180
H 3.8031 -1.7082 -6.8892 0.0 0.0 0.1 0.3734
H 2.1496 -1.5806 -7.5299 0.1 0.0 -0.2 0.4330
H 3.1377 -3.6046 -8.3403 0.1 0.1 0.1 0.4181
H 1.8737 -4.0689 -7.2291 -0.1 0.2 0.2 0.1085
H 3.5762 -3.7491 -4.6587 -0.3 0.0 0.0 0.0114
H 4.5572 -5.1699 -4.9189 0.0 0.0 -0.1 0.4241
H 2.5287 -5.9158 -3.8901 0.2 -0.1 0.0 0.3837
H 2.5598 -6.4961 -5.5731 0.0 0.0 -0.1 0.3542
H 0.6508 -6.3039 -6.5971 0.0 -0.1 0.1 0.3796
H -0.5634 -5.1353 -6.0693 0.0 0.0 0.1 0.2376
H -0.1424 -6.4919 -4.9966 -0.1 -0.2 -0.1 0.3162
Br -8.7800 2.1764 7.8373 0.1 0.0 -0.1 -0.1164
C -6.9793 1.4927 7.5436 -0.2 -0.2 0.1 -0.3414
C -6.0010 2.0884 8.5228 0.2 0.0 -0.1 -0.5803
Br -5.5286 3.9129 8.0279 0.0 0.0 0.1 -0.1354
H -6.7271 1.6993 6.5055 0.0 0.1 0.1 0.1253
H -7.0570 0.4152 7.6876 0.1 0.1 0.0 0.3353
H -5.0606 1.5380 8.5082 -0.1 0.0 0.0 0.3488
H -6.3797 2.1244 9.5417 0.0 0.0 -0.1 0.3762
F -5.3739 2.0706 1.8756 1.6 0.9 -0.4 -0.5496
C 5.5593 -3.2205 6.1398 0.1 -0.2 0.2 0.5836
O 6.0433 -4.1787 6.7263 -0.1 0.1 -0.1 -0.6673
N 5.7087 -1.9409 6.5751 0.2 0.4 0.2 -0.3381
N 4.8289 -3.3506 5.0005 -0.2 -0.2 -0.5 -0.3410
H 5.3173 -1.1425 6.1073 -0.1 -0.1 0.0 0.1910
H 6.2416 -1.8022 7.4141 0.0 0.0 -0.1 0.1914
H 4.6940 -4.2796 4.6461 0.0 0.1 0.1 0.1888
H 4.4232 -2.5748 4.5069 -0.1 0.1 0.2 0.1925
```
Positions in Å, forces in eV/Å.

***

Number 1: HOMO -9.142 eV. Number 2: HOMO -8.387 eV. Number 3: HOMO -10.773 eV. Number 4: HOMO -7.951 eV.